DFT (ωB97M-V with the def2-TZVPD basis set) results for a cluster of 8 separate species, C50H61F7N2O25S in total at a distorted geometry.

**SMILES**: CNCc1ccc2c(c1)Sc1c(ccc(CC(=O)OC(C)=O)c1CCCCCCCCCCOC)N2.O=C1OC[C@@H](F)O1.O=C1OC[C@@H](F)O1.O=C1OC[C@@H](F)O1.O=C1OC[C@@H](F)O1.O=C1OC[C@@H](F)O1.O=C1OC[C@@H](F)O1.O=C1OC[C@@H](F)O1
**HOMO**: -8.22 eV
**Spin multiplicity**: 1
**Net charge**: 0

Last column: Löwdin charge in e.
CARTESIAN COORDINATES (ANGSTROEM)
S 3.97 3.17 2.77  0.79
F 11.36 4.65 -4.13  0.08
F -5.79 -7.24 4.02  0.08
F 4.12 -0.01 -4.98  0.08
F -4.18 4.59 -1.88  0.08
F -12.49 -7.88 4.74  0.08
F -8.54 -7.70 9.83  0.09
F -1.14 -0.23 -9.60  0.07
O -1.60 0.78 -1.84  -0.03
O 0.44 1.92 -11.74  0.08
O -12.60 -7.23 2.60  0.14
O -8.65 -7.05 7.69  0.15
O -12.24 -5.93 0.75  0.14
O -4.17 -4.23 3.98  0.06
O -0.89 1.72 -13.59  0.15
O -2.04 6.98 -3.06  0.08
O -2.60 5.97 -1.11  0.12
O -8.29 -5.75 5.85  0.12
O -6.96 -5.55 7.69  0.08
O -0.60 1.46 -4.04  0.00
O -1.25 0.42 -11.74  0.14
O -3.16 -4.28 6.03  0.14
O -3.23 -2.61 0.93  -0.26
O -10.91 -5.74 2.60  0.07
O 4.51 1.15 -6.86  0.14
O 0.20 -0.67 -4.98  -0.03
O 13.40 1.23 -2.17  0.14
O 2.44 1.04 -7.76  0.05
O 11.22 1.52 -2.78  0.07
O 12.75 3.09 -3.32  0.14
O 4.16 1.95 -8.97  0.14
O -4.58 -5.95 5.39  0.14
O -0.82 7.40 -1.17  0.14
N 4.01 -0.07 2.80  -0.06
N 10.40 2.15 1.19  -0.17
C -1.51 -2.40 2.90  -0.16
C -7.04 -6.11 8.99  -0.06
C -3.69 5.84 -1.99  -0.33
C 2.40 0.36 -6.52  -0.08
C 8.39 1.84 2.71  -0.12
C 11.60 3.32 -4.10  -0.33
C -1.74 6.83 -1.73  -0.51
C 8.19 0.18 2.72  -0.02
C -3.08 6.06 -3.33  -0.07
C 1.25 0.18 -0.44  -0.01
C -1.96 1.64 3.61  -0.20
C 0.36 1.36 -10.44  -0.08
C 10.52 2.61 -3.35  -0.08
C 2.23 -0.51 0.71  0.01
C 6.69 -0.49 2.74  0.00
C -3.90 -4.78 5.20  -0.50
C 0.20 2.59 -1.75  -0.06
C 9.94 2.45 2.63  -0.21
C -1.84 0.32 2.59  -0.19
C -11.74 -7.56 3.66  -0.33
C -1.96 -3.11 1.48  -0.21
C -7.79 -7.38 8.75  -0.33
C -2.34 -0.60 -4.67  0.00
C 3.59 0.91 -5.81  -0.32
C 0.40 4.96 1.09  -0.18
C 1.13 1.81 -0.59  -0.08
C -2.42 -1.07 3.29  -0.20
C -0.38 3.73 1.84  -0.21
C 1.95 2.85 0.43  -0.11
C -0.84 0.10 -4.55  -0.22
C -0.39 0.09 -10.68  -0.33
C 7.09 2.89 2.75  -0.02
C -0.60 1.38 -12.45  -0.50
C -5.58 -5.96 4.39  -0.34
C 5.61 2.18 2.77  -0.37
C 3.10 0.49 1.73  -0.16
C 12.53 1.90 -2.71  -0.51
C 3.74 1.42 -7.95  -0.50
C -11.95 -6.27 1.89  -0.50
C 11.53 1.09 1.21  -0.14
C -8.00 -6.09 6.98  -0.48
C -3.03 -1.85 -0.32  -0.14
C -2.72 2.92 2.91  -0.22
C -4.97 -5.17 3.28  -0.07
C 5.40 0.53 2.77  -0.19
C -1.72 4.24 2.70  -0.19
C -10.99 -6.29 3.90  -0.08
C 2.91 2.14 1.55  -0.32
C -0.75 1.54 -2.58  -0.21
C 1.80 4.49 0.32  -0.16
H -2.09 -4.26 1.67  0.12
H -5.72 -4.67 2.67  0.15
H -3.79 6.48 -4.05  0.15
H -7.57 -5.42 9.65  0.15
H -0.17 2.05 -9.78  0.15
H -3.33 -2.47 -1.28  0.10
H -0.91 1.91 4.07  0.11
H -3.21 2.55 1.92  0.10
H 1.47 0.58 -5.99  0.10
H -2.81 -0.74 -3.59  0.09
H -7.16 -8.23 8.47  0.18
H -2.29 5.03 2.04  0.10
H 9.72 2.26 -4.01  0.15
H 0.24 -0.76 -10.96  0.18
H -0.34 5.39 0.27  0.08
H 0.65 -0.56 -1.14  0.09
H -2.43 0.46 1.59  0.09
H -11.52 -5.60 4.56  0.15
H -0.80 2.90 1.10  0.12
H -9.99 -6.48 4.30  0.12
H -2.65 5.14 -3.76  0.15
H 10.65 1.99 3.44  0.12
H -1.94 -1.38 -0.41  0.08
H 9.63 1.64 0.67  0.09
H 1.83 4.79 -0.81  0.11
H 12.35 1.39 1.99  0.09
H -11.11 -8.41 3.38  0.18
H -1.59 -3.22 3.74  0.10
H -3.60 3.23 3.64  0.10
H 12.06 1.03 0.15  0.08
H 9.13 -0.53 2.70  0.08
H 1.36 1.18 -10.03  0.13
H 2.69 5.08 0.87  0.11
H -1.04 -3.00 0.73  0.12
H -2.64 1.29 4.52  0.11
H 2.37 -1.66 0.87  0.09
H -0.35 3.53 -1.34  0.12
H 2.46 -0.71 -6.69  0.15
H -6.50 -5.53 4.79  0.14
H 9.83 3.63 2.70  0.11
H -1.41 4.65 3.75  0.11
H 6.46 -1.64 2.72  0.10
H -0.35 -2.13 2.83  0.11
H 3.58 0.27 3.71  0.13
H -2.29 -0.93 4.47  0.11
H -3.05 0.13 -5.29  0.11
H 0.63 5.84 1.86  0.13
H 0.32 3.23 2.67  0.11
H -4.33 -5.77 2.63  0.15
H -2.25 -1.65 -5.20  0.11
H 1.00 3.00 -2.54  0.13
H 7.19 4.06 2.73  0.09
H -0.69 0.12 2.34  0.10
H 10.08 3.22 -2.56  0.15
H -4.46 6.57 -1.73  0.18
H 11.76 2.95 -5.11  0.18
H -3.58 -1.23 3.12  0.12
H 10.99 0.08 1.46  0.07
H 3.40 1.84 -5.27  0.18
H -3.77 -0.92 -0.29  0.10
H -6.04 -6.30 9.40  0.15